The following is a DFT calculation (ωB97M-V/def2-TZVPD) of C11H41N20O13Ti as an isolated structure at a distorted geometry.

Values from the calculation:
- Net charge: +1
- 2S+1: 5
- Highest occupied orbital energy (alpha / beta): -0.3641 / -0.4125 Eh
- Electronic energy: -91600.8803 eV

```
86
Properties=species:S:1:pos:R:3:lowdin_spin:R:1
Ti -2.518 0.904 2.611 2.708
O -0.576 -0.173 -1.034 0.003
C -1.322 -0.079 0.056 0.011
O -2.513 0.421 -0.034 0.048
O -0.706 -0.074 1.098 0.033
H 0.163 -0.588 -0.583 0.000
C 1.197 0.339 4.612 0.005
O 1.863 0.884 5.449 0.004
N 0.278 -0.539 4.839 0.011
N 1.351 0.639 3.309 0.009
H -0.460 -0.558 4.151 0.013
H 0.119 -0.723 5.820 0.000
H 0.628 0.211 2.749 0.006
H 2.078 1.292 3.054 0.000
C -2.526 3.371 -1.991 0.070
O -2.249 4.517 -2.268 0.543
N -2.071 2.284 -2.516 0.124
N -2.831 3.099 -0.781 0.229
H -2.106 1.484 -1.901 0.001
H -1.404 2.323 -3.273 0.003
H -2.768 3.810 -0.067 0.010
H -2.662 2.152 -0.472 0.013
C -0.283 -3.638 -1.251 0.000
O 0.544 -2.784 -1.280 0.000
N -0.138 -4.795 -1.932 0.000
N -1.484 -3.421 -0.858 0.000
H 0.697 -5.154 -2.373 0.000
H -0.943 -5.299 -2.278 0.000
H -2.100 -4.187 -1.088 0.000
H -1.674 -2.463 -0.600 0.000
C 2.830 -0.881 -3.542 0.000
O 3.594 -0.443 -4.372 0.000
N 2.996 -0.627 -2.308 0.000
N 1.687 -1.540 -3.866 0.000
H 2.326 -0.756 -1.563 0.000
H 3.826 -0.130 -2.016 0.000
H 1.591 -1.507 -4.870 0.000
H 0.884 -1.434 -3.262 0.000
C 3.673 0.777 0.778 0.000
O 2.766 0.117 0.271 0.000
N 4.670 0.212 1.405 0.000
N 3.893 2.065 0.731 0.000
H 5.454 0.847 1.460 0.000
H 4.670 -0.788 1.543 0.000
H 4.722 2.486 1.128 0.000
H 3.220 2.628 0.230 0.000
C 2.251 -3.348 2.084 0.000
O 2.073 -4.363 2.685 0.000
N 1.818 -2.263 2.578 0.000
N 2.609 -3.183 0.923 0.000
H 1.791 -1.395 2.062 0.000
H 1.611 -2.246 3.566 0.000
H 2.923 -3.980 0.388 0.000
H 2.715 -2.218 0.646 0.000
C -2.837 -2.336 2.488 0.009
O -2.752 -1.369 3.212 0.061
N -3.508 -2.312 1.421 0.006
N -2.334 -3.473 2.783 0.002
H -3.807 -3.209 1.068 0.000
H -3.702 -1.374 1.099 0.008
H -1.588 -3.467 3.464 0.000
H -2.034 -3.989 1.969 0.000
C -4.336 -0.220 -3.642 0.002
O -3.548 0.401 -4.253 0.018
N -4.034 -0.675 -2.487 0.001
N -5.501 -0.549 -4.092 0.001
H -4.772 -1.171 -2.007 0.000
H -3.333 -0.204 -1.933 0.000
H -5.765 -0.426 -5.059 0.000
H -6.170 -0.875 -3.410 0.000
C 0.373 4.073 1.997 0.005
O 0.127 5.109 1.426 0.004
N 0.463 2.877 1.501 0.014
N 0.536 4.010 3.299 0.004
H 0.106 2.728 0.568 0.000
H 0.798 2.090 2.038 0.003
H 0.277 3.101 3.653 0.012
H 0.608 4.945 3.676 0.000
C 1.587 3.352 -1.711 0.000
O 2.428 3.814 -0.957 0.000
N 1.399 2.103 -1.805 0.001
N 1.013 4.033 -2.699 0.001
H 1.951 1.487 -1.225 0.000
H 0.645 1.682 -2.329 0.000
H 1.169 5.027 -2.607 0.000
H 0.367 3.531 -3.291 0.000
```